{"formula": "C6H5BrMnNO2", "method": "ωB97M-V/def2-TZVPD", "species": ["Mn", "Br", "C", "C", "C", "C", "C", "C", "N", "O", "O", "H", "H", "H", "H", "H"], "xyz": [[-1.72273, -4.08395, 1.80869], [-2.38569, -2.66820, 0.48612], [-1.50302, -0.07851, -0.31822], [-1.22770, 1.27524, -0.37460], [0.12085, 1.71077, -0.31508], [1.09233, 0.74803, -0.06205], [0.82058, -0.65186, 0.02716], [-0.47478, -0.99098, -0.12888], [2.54480, 1.15117, -0.00459], [3.42343, 0.31852, 0.15283], [2.76813, 2.37813, -0.04404], [-2.54186, -0.34519, -0.44520], [-2.00749, 1.98904, -0.59556], [0.31033, 2.75416, -0.51960], [1.47802, -1.49116, 0.19968], [-0.69521, -2.01521, 0.13335]], "lowdin_charge": [0.829, 0.569, -0.156, -0.033, 0.030, -0.094, 0.006, -0.270, -0.325, 0.081, 0.064, 0.058, 0.116, 0.126, 0.122, -0.124], "spin_multiplicity": 6, "energy_ha": -4161.397291, "largest_force_ev_per_a": 5.181, "e_above_lowest_kcal_mol": 52.5, "charge": 1, "molar_mass_g_mol": 258.0, "homo_lumo_gap_ev": [5.94, 5.60], "s_squared": 8.76}

{"formula": "C2H6N6", "method": "ωB97M-V/def2-TZVPD", "species": ["C", "C", "H", "H", "H", "H", "H", "H", "N", "N", "N", "N", "N", "N"], "xyz": [[0.14899, -0.68581, 0.12433], [-1.02203, -1.63044, 0.14708], [3.24552, -0.45835, -0.07532], [2.23961, 0.48260, -0.87165], [-1.35068, -2.70538, 0.48402], [-2.56162, 0.87824, -0.81622], [0.90724, 1.89834, 0.06551], [-0.57000, 2.04106, 1.28571], [2.26017, -0.19952, 0.01752], [1.40535, -1.22238, -0.05845], [-2.12473, -0.97086, -0.03733], [-1.94519, 0.32303, -0.09220], [-0.43003, 0.47587, -0.37033], [-0.20259, 1.77359, 0.19735]], "lowdin_charge": [-0.294, -0.088, 0.071, 0.129, 0.141, 0.181, 0.105, 0.159, -0.109, -0.030, -0.048, -0.036, -0.127, -0.055], "energy_ha": -408.112741, "largest_force_ev_per_a": 6.142, "e_above_lowest_kcal_mol": 115.0, "molar_mass_g_mol": 114.1, "homo_lumo_gap_ev": 8.05, "smiles": "N/N=c1/cn[nH]n1N"}

{"formula": "C30H78N4O14", "method": "ωB97M-V/def2-TZVPD", "species": ["C", "C", "O", "O", "H", "H", "H", "H", "H", "H", "C", "C", "O", "O", "H", "H", "H", "H", "H", "H", "C", "C", "O", "O", "H", "H", "H", "H", "H", "H", "C", "O", "C", "C", "N", "C", "C", "O", "C", "H", "H", "H", "H", "H", "H", "H", "H", "H", "H", "H", "H", "H", "H", "H", "C", "O", "C", "C", "N", "C", "C", "O", "C", "H", "H", "H", "H", "H", "H", "H", "H", "H", "H", "H", "H", "H", "H", "H", "C", "O", "C", "C", "N", "C", "C", "O", "C", "H", "H", "H", "H", "H", "H", "H", "H", "H", "H", "H", "H", "H", "H", "H", "C", "O", "C", "C", "N", "C", "C", "O", "C", "H", "H", "H", "H", "H", "H", "H", "H", "H", "H", "H", "H", "H", "H", "H"], "xyz": [[-2.80045, -1.02879, 1.72523], [-3.54686, -1.49070, 0.46845], [-4.89100, -1.08671, 0.54114], [-1.33287, -1.06294, 1.51119], [-3.18159, -1.70805, 2.52898], [-3.12688, -0.01237, 1.87858], [-3.38810, -2.56279, 0.27098], [-3.15663, -1.01651, -0.47984], [-5.44799, -1.60518, 1.20489], [-1.02934, -1.98336, 1.42071], [1.05388, -1.21251, -4.53235], [2.53522, -1.49027, -4.60977], [2.77617, -2.56875, -5.50827], [0.43854, -1.15777, -5.83511], [0.74500, -0.33142, -4.02182], [0.64273, -2.09601, -3.97564], [2.95180, -1.73757, -3.62902], [3.08164, -0.61254, -4.96536], [3.59341, -2.49818, -5.96689], [1.02699, -1.76293, -6.33774], [1.84812, -0.07765, -0.06944], [0.56411, 0.58746, -0.60551], [0.10399, 1.45512, 0.45167], [2.58114, -0.76882, -1.08358], [1.52536, -0.81648, 0.66144], [2.45930, 0.67277, 0.42929], [-0.24205, -0.15158, -0.77017], [0.69729, 1.07323, -1.59240], [-0.49024, 0.85685, 0.90174], [2.50432, -1.70862, -0.88051], [-4.89040, 4.07305, 6.73844], [-3.76380, 3.49801, 7.22431], [-3.94267, 2.13555, 7.54650], [-2.60577, 1.46937, 7.49952], [-2.00456, 1.69723, 6.21498], [-0.62981, 1.07221, 6.15857], [-0.06861, 0.99778, 4.74247], [1.25625, 0.55182, 4.85502], [1.98434, 0.79261, 3.71909], [-5.65574, 4.30782, 7.50255], [-5.43504, 3.46933, 5.99502], [-4.69117, 5.01641, 6.23914], [-4.51796, 1.65806, 6.76642], [-4.45399, 2.07055, 8.50734], [-2.71716, 0.39305, 7.68088], [-1.99948, 1.87909, 8.40175], [-1.86585, 2.71161, 5.94198], [-0.70884, 0.04848, 6.52190], [0.06705, 1.61919, 6.83264], [-0.00737, 1.98695, 4.26805], [-0.61793, 0.34126, 4.02782], [3.07274, 0.65432, 3.94704], [1.76248, 1.83653, 3.25170], [1.70272, 0.24030, 2.85256], [2.69372, -7.68779, -0.58322], [2.94474, -6.28246, -0.40703], [3.44560, -5.62652, -1.56269], [3.55644, -4.13766, -1.19648], [2.37725, -3.56629, -0.58199], [1.09103, -3.81331, -1.22836], [-0.06997, -3.04979, -0.59109], [-0.44569, -3.51136, 0.67130], [-1.02151, -4.79491, 0.63877], [2.36822, -8.10389, 0.39139], [3.51196, -8.31171, -0.95777], [1.88103, -7.84815, -1.27527], [2.90587, -5.88830, -2.48887], [4.45086, -6.03578, -1.61472], [3.65461, -3.56671, -2.14285], [4.44034, -3.85223, -0.60309], [2.34555, -3.77125, 0.42551], [0.73455, -4.85449, -1.40595], [1.18427, -3.35792, -2.20605], [-0.89801, -3.11778, -1.29656], [0.19747, -1.95934, -0.49325], [-0.26039, -5.54419, 0.37117], [-1.89925, -4.92821, 0.01065], [-1.22602, -4.96112, 1.65875], [-1.11445, 3.00286, -2.34231], [-2.24053, 3.85135, -2.16794], [-2.84308, 3.62217, -0.92354], [-3.46010, 2.25876, -0.60889], [-4.67750, 1.95719, -1.34096], [-4.58122, 1.60568, -2.74374], [-4.19028, 0.17794, -3.05625], [-2.81028, 0.05169, -2.75977], [-2.26795, -1.16619, -3.22877], [-1.41152, 2.02471, -2.75892], [-0.58286, 2.79879, -1.41926], [-0.43515, 3.46130, -3.03541], [-3.59549, 4.37628, -0.80797], [-2.05662, 3.67185, -0.18895], [-3.66487, 2.35841, 0.48092], [-2.66000, 1.46515, -0.68339], [-5.35822, 1.46285, -0.80548], [-3.80805, 2.27983, -3.14267], [-5.51320, 1.76911, -3.31978], [-4.38750, 0.00456, -4.12074], [-4.69611, -0.60656, -2.39965], [-2.56629, -1.29716, -4.28040], [-2.64018, -1.95886, -2.60657], [-1.15602, -1.15729, -3.07358], [1.61295, 2.37330, -5.67517], [1.94977, 2.04056, -4.24431], [2.49921, 3.14123, -3.61195], [2.46644, 2.90835, -2.10129], [3.08458, 3.97729, -1.29180], [3.11766, 3.62630, 0.15110], [4.30548, 2.75904, 0.47796], [4.23738, 2.58348, 1.93717], [5.25781, 1.58672, 2.19547], [2.54597, 2.56236, -6.22718], [0.92711, 3.24131, -5.71501], [1.13570, 1.46309, -6.03043], [1.91086, 4.05413, -3.85298], [3.49489, 3.31274, -4.03637], [2.94270, 1.88825, -2.01739], [1.41224, 2.79203, -1.85622], [2.49610, 4.81475, -1.41556], [2.15938, 3.28042, 0.62631], [3.29548, 4.58413, 0.64181], [5.25963, 3.23159, 0.31322], [4.21330, 1.74571, 0.10889], [5.43725, 1.58831, 3.23220], [6.22312, 1.85914, 1.71613], [5.00530, 0.52498, 1.91055]], "lowdin_charge": [-0.168, -0.278, -0.090, -0.097, 0.130, 0.107, 0.113, 0.112, 0.130, 0.047, -0.242, -0.225, -0.059, -0.075, 0.093, 0.105, 0.098, 0.123, 0.075, 0.081, -0.223, -0.225, -0.078, -0.082, 0.105, 0.095, 0.097, 0.092, 0.044, 0.013, -0.167, -0.177, -0.241, -0.263, -0.066, -0.180, -0.230, -0.183, -0.141, 0.092, 0.090, 0.086, 0.113, 0.128, 0.122, 0.144, 0.140, 0.112, 0.128, 0.115, 0.129, 0.099, 0.113, 0.050, -0.099, -0.214, -0.213, -0.177, -0.075, -0.181, -0.212, -0.205, -0.077, 0.095, 0.085, 0.073, 0.128, 0.116, 0.115, 0.134, 0.141, 0.122, 0.105, 0.117, 0.103, 0.090, 0.098, 0.083, -0.097, -0.167, -0.228, -0.208, -0.042, -0.190, -0.219, -0.243, -0.095, 0.088, 0.054, 0.076, 0.120, 0.107, 0.129, 0.107, 0.092, 0.120, 0.121, 0.117, 0.140, 0.101, 0.061, 0.076, -0.027, -0.222, -0.283, -0.201, -0.042, -0.203, -0.204, -0.207, -0.128, 0.087, 0.090, 0.067, 0.118, 0.123, 0.137, 0.067, 0.116, 0.127, 0.117, 0.119, 0.095, 0.058, 0.090, 0.102], "energy_ha": -2461.900856, "largest_force_ev_per_a": 2.945, "e_above_lowest_kcal_mol": 23.0, "molar_mass_g_mol": 719.0, "homo_lumo_gap_ev": 8.28, "smiles": "COCCNCCOC.COCCNCCOC.COCCNCCOC.COCCNCCOC.OCCO.OCCO.OCCO"}

{"formula": "C31H29As2N6ReS3", "method": "ωB97M-V/def2-TZVPD", "species": ["Re", "S", "C", "C", "C", "C", "N", "C", "C", "C", "S", "C", "N", "H", "H", "C", "As", "C", "C", "C", "C", "C", "C", "C", "As", "C", "C", "H", "H", "H", "H", "H", "H", "H", "H", "H", "H", "H", "H", "H", "H", "H", "H", "S", "C", "N", "N", "C", "C", "C", "C", "C", "C", "N", "N", "C", "C", "C", "C", "C", "C", "H", "H", "H", "H", "H", "H", "H", "H", "H", "H", "H"], "xyz": [[0.91840, -0.49385, -0.31499], [1.12187, 0.57346, 1.75851], [-0.33851, 0.02288, 2.56706], [-0.94202, 0.79060, 3.55352], [-2.13770, 0.37538, 4.12362], [-2.79976, 1.24718, 5.05115], [-3.31237, 1.98947, 5.76238], [-2.70710, -0.84947, 3.74762], [-2.07088, -1.64591, 2.80595], [-0.90408, -1.20315, 2.19824], [-0.16773, -2.12190, 0.89331], [-3.97593, -1.26232, 4.27298], [-5.00790, -1.59721, 4.65057], [-0.50879, 1.73532, 3.85349], [-2.51736, -2.58548, 2.50915], [4.49327, 0.50477, 0.38883], [3.37122, -1.03075, 0.05613], [3.78474, -2.23767, 1.50966], [4.10447, -1.86474, -1.52619], [5.47243, -1.93726, -1.76072], [5.94352, -2.51629, -2.93043], [5.05116, -3.02504, -3.86384], [3.68512, -2.96446, -3.62810], [3.20866, -2.38316, -2.45971], [1.32348, -2.33222, -2.02001], [0.98106, -4.16911, -1.51233], [0.39488, -2.14162, -3.70708], [5.51400, 0.19339, 0.60090], [4.09410, 1.03956, 1.24906], [4.47181, 1.15204, -0.48517], [4.85144, -2.45253, 1.53213], [3.22261, -3.15989, 1.37748], [3.47804, -1.76362, 2.44051], [6.17753, -1.53598, -1.04307], [7.00816, -2.56552, -3.11681], [5.41946, -3.47021, -4.77839], [3.00192, -3.36978, -4.36479], [1.29338, -4.82955, -2.31903], [-0.07880, -4.30750, -1.30730], [1.54763, -4.40037, -0.61214], [0.67634, -2.93636, -4.39496], [0.64151, -1.17046, -4.13064], [-0.67671, -2.19291, -3.52279], [1.52202, 1.03003, -1.92673], [0.20880, 2.16104, -1.67183], [0.27705, 3.35257, -2.21290], [-0.55340, 4.29278, -1.90504], [-1.39296, 4.44289, -0.74745], [-2.68007, 4.91513, -0.92193], [-3.47816, 5.14579, 0.19414], [-2.98334, 4.91392, 1.46525], [-1.67793, 4.45763, 1.62644], [-0.87616, 4.21889, 0.52540], [-0.93057, 1.72522, -1.08099], [-0.92810, 0.54603, -0.62141], [-2.24982, 0.14740, -0.20654], [-3.01388, 1.01051, 0.56978], [-4.27336, 0.61348, 0.98853], [-4.77408, -0.62831, 0.61909], [-4.01409, -1.47041, -0.18160], [-2.74645, -1.08791, -0.59318], [-0.45441, 5.10881, -2.49059], [-3.06428, 5.08594, -1.91978], [-4.48911, 5.50698, 0.06128], [-3.60267, 5.09603, 2.33335], [-1.28014, 4.30258, 2.62140], [0.13668, 3.86387, 0.65732], [-2.61000, 1.97449, 0.85278], [-4.86353, 1.27358, 1.61170], [-5.75473, -0.93830, 0.95514], [-4.41073, -2.42925, -0.48824], [-2.14915, -1.73921, -1.21718]], "lowdin_charge": [0.311, 0.601, -0.632, -0.045, -0.172, -0.164, 0.192, -0.177, -0.037, -0.616, 0.630, -0.167, 0.196, 0.122, 0.130, -0.257, 0.989, -0.244, -0.400, -0.085, -0.054, -0.054, -0.086, -0.402, 1.001, -0.270, -0.252, 0.038, 0.022, 0.033, 0.041, 0.028, 0.035, 0.106, 0.116, 0.115, 0.103, 0.043, 0.027, 0.028, 0.034, 0.028, 0.033, 0.623, -0.758, 0.079, 0.056, -0.243, -0.016, -0.062, -0.073, -0.077, -0.041, 0.058, -0.147, -0.275, -0.012, -0.057, -0.065, -0.063, -0.076, 0.163, 0.120, 0.113, 0.113, 0.109, 0.113, 0.099, 0.117, 0.114, 0.113, 0.086], "spin_multiplicity": 2, "energy_ha": -7271.426741, "largest_force_ev_per_a": 0.674, "e_above_lowest_kcal_mol": 0.0, "charge": 1, "molar_mass_g_mol": 917.9, "homo_lumo_gap_ev": [5.79, 5.97], "s_squared": 0.78}

{"formula": "C35H28Cl3FeN3O6S5", "method": "ωB97M-V/def2-TZVPD", "species": ["Fe", "S", "C", "S", "S", "C", "C", "C", "C", "C", "N", "C", "O", "N", "C", "C", "C", "C", "N", "C", "C", "C", "H", "H", "H", "H", "H", "H", "H", "H", "H", "H", "H", "H", "H", "O", "S", "C", "C", "C", "C", "C", "C", "C", "C", "C", "C", "C", "C", "H", "H", "H", "H", "H", "H", "H", "H", "H", "H", "Cl", "C", "Cl", "Cl", "C", "O", "O", "O", "C", "O", "C", "C", "C", "C", "S", "C", "C", "H", "H", "H", "H", "H"], "xyz": [[-0.71950, 0.10155, -0.00999], [-0.69296, -1.64823, 4.34544], [-1.75904, -0.95054, 3.27008], [-2.87604, 0.17648, 3.78446], [-1.79355, -1.46986, 1.63080], [3.02408, 1.82575, 7.38017], [3.43968, 0.60431, 6.60600], [4.77660, 0.25757, 6.45807], [5.14826, -0.87965, 5.75778], [4.18423, -1.70646, 5.19269], [4.62122, -2.88996, 4.54893], [3.93796, -3.76300, 3.73227], [4.19549, -4.95389, 3.73358], [2.97323, -3.25497, 2.88235], [2.86085, -2.00028, 2.27127], [3.87807, -1.05265, 2.23451], [3.66009, 0.13157, 1.55166], [2.44860, 0.34062, 0.92260], [1.47320, -0.56789, 0.94142], [1.67426, -1.70306, 1.59574], [2.84417, -1.36647, 5.33060], [2.48501, -0.22389, 6.02363], [3.88207, 2.30007, 7.85542], [2.30022, 1.56089, 8.15203], [2.54754, 2.55445, 6.72215], [5.54488, 0.88082, 6.90071], [6.19786, -1.13242, 5.65530], [5.41440, -3.33376, 4.98247], [2.36033, -3.96709, 2.51888], [4.82769, -1.23937, 2.71251], [4.43239, 0.88580, 1.49648], [2.25056, 1.24524, 0.36258], [0.85478, -2.41325, 1.58614], [2.06699, -1.99078, 4.91646], [1.43104, 0.00903, 6.11749], [-2.25975, -1.20054, -1.22113], [-3.71332, -0.87138, -1.01832], [-4.56760, -2.00513, -2.14399], [-5.93498, -2.18208, -2.00134], [-6.60008, -3.05011, -2.85284], [-5.89775, -3.73171, -3.83768], [-4.52750, -3.55149, -3.96697], [-3.85695, -2.68897, -3.11304], [-4.01837, 0.56415, -2.07343], [-3.12236, 0.80543, -3.09922], [-3.21392, 1.98865, -3.81165], [-4.19752, 2.91372, -3.48850], [-5.09621, 2.65257, -2.46563], [-5.01060, 1.47078, -1.74950], [-6.47129, -1.64189, -1.22991], [-7.66598, -3.20170, -2.74278], [-6.41821, -4.41458, -4.49685], [-3.97883, -4.08731, -4.73053], [-2.78577, -2.54385, -3.18027], [-2.34093, 0.08392, -3.29495], [-2.49677, 2.21034, -4.59211], [-4.24370, 3.85446, -4.02176], [-5.83576, 3.39176, -2.19160], [-5.67369, 1.27758, -0.91549], [0.22499, 3.98664, 0.32272], [-0.89620, 3.23459, 1.48080], [-1.19913, 4.33236, 2.81493], [-0.15090, 1.74768, 2.09430], [-2.23202, 2.86696, 0.66262], [-3.06114, 3.75085, 0.58567], [-2.19573, 1.70670, 0.18156], [2.03509, 1.47210, -8.40150], [2.62811, 2.01590, -7.30838], [3.59644, 2.71139, -7.46586], [2.03971, 1.70388, -5.98509], [0.84888, 0.99385, -5.80777], [0.37330, 0.70452, -4.54579], [1.07445, 1.10820, -3.40217], [0.51516, 0.71442, -1.81093], [2.25577, 1.84132, -3.58111], [2.72539, 2.12822, -4.84333], [1.29858, 0.90924, -8.14736], [0.26086, 0.65240, -6.65412], [-0.54765, 0.14966, -4.42883], [2.79867, 2.17073, -2.70557], [3.64052, 2.68908, -4.97801]], "lowdin_charge": [0.317, 0.538, -1.946, 0.609, 0.532, -0.053, -0.280, -0.052, -0.035, -0.264, 0.128, -0.525, 0.057, 0.145, -0.218, -0.003, -0.036, -0.204, -0.015, -0.096, -0.027, -0.027, 0.069, 0.080, 0.083, 0.106, 0.110, 0.146, 0.154, 0.111, 0.108, 0.061, 0.077, 0.065, 0.104, -0.629, 1.012, -0.354, -0.083, -0.084, -0.091, -0.075, -0.067, -0.370, -0.078, -0.059, -0.074, -0.073, -0.077, 0.111, 0.102, 0.099, 0.103, 0.111, 0.079, 0.102, 0.102, 0.106, 0.115, 0.589, -1.464, 0.604, 0.661, -0.795, 0.016, -0.162, 0.101, -0.491, 0.099, -0.155, -0.037, -0.112, -0.646, 0.679, -0.101, -0.017, 0.076, 0.105, 0.086, 0.100, 0.118], "spin_multiplicity": 6, "energy_ha": -6601.628739, "largest_force_ev_per_a": 0.954, "e_above_lowest_kcal_mol": 37.7, "charge": -1, "molar_mass_g_mol": 909.2, "homo_lumo_gap_ev": [7.50, 5.82], "s_squared": 8.77}